1 | Below is one molecule with the formula C3H9ClNPS, with properties calculated with wB97M-V/def2-TZVPD.

Output
LUMO (eV): 0.674
Kohn-Sham gap (eV): 9.4

Each atom is followed by the atoms it is bonded to, with distances in Å.
Element x y z (Å)
1 C -1.250 -1.435 0.064  C2 1.531, H8 1.139, H9 1.038, H10 1.071
2 C -0.149 -1.412 -1.000  C1 1.531, P3 1.806, H11 1.040, H12 1.156
3 P 1.210 -0.481 -0.262  C2 1.806, S4 1.961, Cl5 1.924, N6 2.055
4 S 1.794 -0.980 1.542  P3 1.961
5 Cl 2.554 -0.225 -1.614  P3 1.924
6 N 0.320 1.370 -0.332  P3 2.055, C7 1.454, H13 0.976
7 C -0.168 2.133 0.805  N6 1.454, H14 1.158, H15 1.119, H16 1.078
8 H -1.646 -0.444 0.463  C1 1.139
9 H -1.884 -2.184 -0.277  C1 1.038
10 H -0.811 -1.815 0.964  C1 1.071
11 H -0.289 -1.011 -1.949  C2 1.040
12 H 0.181 -2.514 -1.111  C2 1.156
13 H 1.051 1.889 -0.717  N6 0.976
14 H 0.617 2.579 1.530  C7 1.158
15 H -0.724 3.068 0.538  C7 1.119
16 H -0.808 1.464 1.358  C7 1.078

2 | Below is a 2-piece molecular cluster, C3H9ClNPS overall, with properties calculated with wB97M-V/def2-TZVPD.

Output
LUMO (eV): 0.807
Kohn-Sham gap (eV): 9.5

Each atom is followed by the atoms it is bonded to, with distances in Å.
Element x y z (Å)
1 C 1.060 -3.046 0.594  C2 1.550, H6 1.052, H7 1.061, H8 1.096
2 C 1.438 -1.575 0.287  C1 1.550, P3 1.881, H9 1.181, H10 1.177
3 P -0.075 -0.563 -0.188  C2 1.881, S4 2.094, Cl5 2.050
4 S -1.032 -0.305 1.657  P3 2.094, H11 1.283
5 Cl 1.035 1.138 -0.467  P3 2.050
6 H 0.942 -3.612 -0.285  C1 1.052
7 H 1.840 -3.455 1.185  C1 1.061
8 H 0.200 -3.168 1.263  C1 1.096
9 H 2.339 -1.491 -0.473  C2 1.181
10 H 1.827 -1.097 1.290  C2 1.177
11 H -1.713 0.679 1.192  S4 1.283
12 C -1.485 3.535 -0.937  N13 1.239, H14 1.143, H15 1.167
13 N -1.812 2.474 -1.486  C12 1.239, H16 0.954
14 H -1.198 4.529 -1.421  C12 1.143
15 H -1.933 3.643 0.135  C12 1.167
16 H -1.434 2.315 -2.347  N13 0.954

Most stable to least stable, the ends of the list are 1 and 2.

1 | Below is one molecule with the formula C3H4N2S, with properties calculated with wB97M-V/def2-TZVPD.

Output
LUMO (eV): 0.597
Kohn-Sham gap (eV): 10.2

Each atom is followed by the atoms it is bonded to, with distances in Å.
Element x y z (Å)
1 N 3.442 -0.136 0.043  C2 1.146
2 C 2.301 -0.214 -0.025  N1 1.146, C3 1.432
3 C 0.878 -0.374 -0.023  C2 1.432, C4 1.508, H7 1.104, H8 1.121
4 C 0.067 0.898 -0.039  C3 1.508, N5 1.278, H9 1.102
5 N -1.208 0.978 0.002  C4 1.278, S6 1.715
6 S -2.105 -0.483 -0.005  N5 1.715, H10 1.309
7 H 0.604 -0.988 -0.898  C3 1.104
8 H 0.634 -0.924 0.922  C3 1.121
9 H 0.612 1.852 0.037  C4 1.102
10 H -3.282 0.038 0.234  S6 1.309

2 | Below is a 2-piece molecular cluster, C3H4N2S overall, with properties calculated with wB97M-V/def2-TZVPD.

Output
LUMO (eV): 0.553
Kohn-Sham gap (eV): 9.5

Each atom is followed by the atoms it is bonded to, with distances in Å.
Element x y z (Å)
1 C 1.904 -0.476 -0.391  C2 1.307, H4 1.128, H5 1.092
2 C 0.628 -0.487 -0.676  C1 1.307, N3 1.253
3 N -0.608 -0.320 -0.795  C2 1.253, H6 1.077
4 H 2.361 -1.268 0.270  C1 1.128
5 H 2.654 -0.068 -1.072  C1 1.092
6 H -1.090 -0.958 -1.516  N3 1.077
7 N -1.860 1.602 0.870  C8 1.192, H10 1.031
8 C -1.321 0.591 1.203  N7 1.192, S9 1.491
9 S -0.846 -0.348 2.258  C8 1.491
10 H -1.822 1.731 -0.152  N7 1.031

Most stable to least stable, the ends of the list are 1 and 2.